No. 1
Here is a 2-piece molecular cluster, C5H13N2O overall from the Open Molecules 2025 dataset. Energies are from the ωB97M-V functional and the def2-TZVPD basis.

Bonds (Å) are listed after each position.
Atoms and positions in Å:
1 O 0.21 -1.49 0.64  C7 1.228
2 N -0.76 -0.06 -1.38  C8 1.475, H16 1.022, H17 1.052, H21 1.020
3 N 2.28 -1.08 1.48  C4 1.445, C7 1.332, H9 1.007
4 C 2.45 0.27 0.99  N3 1.445, H10 1.092, H13 1.091, H15 1.085
5 C -1.26 1.96 -0.05  C8 1.492, H14 1.094, H18 1.089, H20 1.085
6 C -2.79 1.12 -1.86  C8 1.315, H12 1.082, H19 1.083
7 C 1.22 -1.85 1.22  O1 1.228, N3 1.332, H11 1.097
8 C -1.70 1.05 -1.14  N2 1.475, C5 1.492, C6 1.315
9 H 3.06 -1.53 1.94  N3 1.007
10 H 1.51 0.82 1.09  C4 1.092
11 H 1.32 -2.88 1.59  C7 1.097
12 H -3.48 1.94 -1.66  C6 1.082
13 H 2.76 0.29 -0.05  C4 1.091
14 H -1.20 1.42 0.90  C5 1.094
15 H 3.19 0.78 1.59  C4 1.085
16 H 0.17 0.26 -1.66  N2 1.022
17 H -0.59 -0.63 -0.51  N2 1.052
18 H -0.26 2.37 -0.24  C5 1.089
19 H -3.05 0.41 -2.64  C6 1.083
20 H -1.97 2.77 0.07  C5 1.085
21 H -1.09 -0.71 -2.09  N2 1.020

Calculated values
- total energy (eV) = -10417.331
- energy above the lowest of the compared OMol25 structures with the same formula, charge and spin (eV) = 0.8651
- multiplicity = 1
- total charge = +1
- orbital gap (eV) = 11.064
- highest occupied orbital energy (Ha) = -0.51473
- molecular weight (g/mol) = 117.2
- LUMO energy (eV) = -2.94

Löwdin atomic charge list, values in e, 5 entries: O -0.029; N 0.211; N 0.002; C -0.053; C -0.027

=====

No. 2
Here is C28H29ClN2O2 in the gas phase in a non-equilibrium geometry from the Open Molecules 2025 dataset. Energies are from the ωB97M-V functional and the def2-TZVPD basis.

Bonds (Å) are listed after each position.
Atoms and positions in Å:
1 Cl -5.95 0.80 0.90  C17 1.712
2 O -0.21 -1.76 2.51  C13 1.344, C24 1.449
3 O -1.82 -1.79 0.96  C13 1.218
4 N -0.99 2.20 -4.78  C7 1.447, C22 1.451, C30 1.388
5 N 2.78 -2.19 0.13  C6 1.445, C26 1.394, C31 1.376
6 C 3.41 -3.25 -0.62  N5 1.445, H44 1.097, H49 1.092, H62 1.099
7 C -0.47 1.53 -5.95  N4 1.447, H35 1.103, H52 1.097, H54 1.101
8 C 4.05 -1.76 3.60  C9 1.404, C11 1.402, H47 1.091
9 C 3.26 -0.64 3.92  C8 1.404, C27 1.401, H41 1.091
10 C -0.63 0.41 -3.16  C29 1.397, C30 1.411, H38 1.093
11 C 3.99 -2.33 2.33  C8 1.402, C26 1.387, H37 1.086
12 C -0.75 0.35 1.52  C13 1.537, C23 1.535, C25 1.501, H43 1.101
13 C -1.02 -1.16 1.62  O2 1.344, O3 1.218, C12 1.537
14 C -1.87 2.60 1.28  C21 1.394, C23 1.400, H55 1.092
15 C 0.69 -3.71 3.49  C24 1.497, H42 1.097, H51 1.097, H61 1.095
16 C -0.10 2.32 -1.23  C18 1.380, C20 1.395, H39 1.089
17 C -4.40 1.51 1.05  Cl1 1.712, C28 1.404, C32 1.397
18 C -0.47 2.74 -2.49  C16 1.380, C30 1.413, H48 1.092
19 C 1.44 -0.43 0.58  C25 1.509, C31 1.387, C33 1.446
20 C -0.11 0.97 -0.87  C16 1.395, C25 1.533, C29 1.388
21 C -2.97 3.44 1.09  C14 1.394, C32 1.397, H60 1.089
22 C -2.15 3.04 -5.03  N4 1.451, H34 1.100, H36 1.097, H53 1.107
23 C -2.00 1.21 1.32  C12 1.535, C14 1.400, C28 1.394
24 C -0.50 -3.15 2.77  O2 1.449, C15 1.497, H40 1.097, H57 1.092
25 C 0.36 0.62 0.54  C12 1.501, C19 1.509, C20 1.533, H56 1.100
26 C 3.11 -1.77 1.42  N5 1.394, C11 1.387, C33 1.422
27 C 2.34 -0.10 3.01  C9 1.401, C33 1.390, H58 1.093
28 C -3.28 0.67 1.18  C17 1.404, C23 1.394, H50 1.083
29 C -0.49 0.03 -1.82  C10 1.397, C20 1.388, H59 1.089
30 C -0.68 1.77 -3.49  N4 1.388, C10 1.411, C18 1.413
31 C 1.83 -1.35 -0.39  N5 1.376, C19 1.387, H46 1.086
32 C -4.25 2.90 0.97  C17 1.397, C21 1.397, H45 1.086
33 C 2.27 -0.66 1.74  C19 1.446, C26 1.422, C27 1.390
34 H -1.90 3.77 -5.81  C22 1.100
35 H -1.11 0.68 -6.24  C7 1.103
36 H -2.45 3.56 -4.12  C22 1.097
37 H 4.59 -3.19 2.04  C11 1.086
38 H -0.79 -0.34 -3.94  C10 1.093
39 H 0.18 3.07 -0.49  C16 1.089
40 H -1.41 -3.21 3.39  C24 1.097
41 H 3.33 -0.20 4.92  C9 1.091
42 H 0.50 -4.76 3.74  C15 1.097
43 H -0.35 0.59 2.52  C12 1.101
44 H 2.64 -3.86 -1.11  C6 1.097
45 H -5.13 3.52 0.79  C32 1.086
46 H 1.49 -1.46 -1.42  C31 1.086
47 H 4.72 -2.17 4.36  C8 1.091
48 H -0.56 3.81 -2.72  C18 1.092
49 H 4.01 -3.86 0.06  C6 1.092
50 H -3.42 -0.40 1.12  C28 1.083
51 H 0.90 -3.15 4.41  C15 1.097
52 H 0.54 1.16 -5.73  C7 1.097
53 H -3.00 2.42 -5.39  C22 1.107
54 H -0.43 2.26 -6.77  C7 1.101
55 H -0.88 3.05 1.39  C14 1.092
56 H 0.85 1.54 0.90  C25 1.100
57 H -0.67 -3.64 1.81  C24 1.092
58 H 1.72 0.76 3.25  C27 1.093
59 H -0.63 -1.01 -1.53  C29 1.089
60 H -2.83 4.51 1.02  C21 1.089
61 H 1.58 -3.66 2.85  C15 1.095
62 H 4.06 -2.84 -1.40  C6 1.099

Calculated values
- total energy (eV) = -49104.388
- energy above the lowest of the compared OMol25 structures with the same formula, charge and spin (eV) = 0.0000
- SMILES string = CCOC(=O)[C@H](c1cccc(Cl)c1)[C@H](c1ccc(N(C)C)cc1)c1cn(C)c2ccccc12
- multiplicity = 1
- total charge = 0
- orbital gap (eV) = 8.172
- highest occupied orbital energy (Ha) = -0.27599
- molecular weight (g/mol) = 461.0
- LUMO energy (eV) = 0.66

Löwdin atomic charge list, values in e, 5 entries: Cl 0.686; O -0.011; O 0.095; N -0.243; N -0.100

=====

No. 3
Here is a 3-piece molecular cluster, C4H14N2O overall in a non-equilibrium geometry from the Open Molecules 2025 dataset. Energies are from the ωB97M-V functional and the def2-TZVPD basis.

Bonds (Å) are listed after each position.
Atoms and positions in Å:
1 O 1.55 -2.05 1.71  H19 0.980
2 N 2.29 0.81 -1.65  C5 1.393, C7 1.427
3 N 1.24 0.43 1.80  C6 1.446, H8 1.013, H18 1.064
4 C 3.23 -0.04 0.42  C5 1.540, C6 1.548, H10 1.085, H12 1.083
5 C 2.52 -0.34 -0.92  N2 1.393, C4 1.540, H14 1.107, H15 1.119
6 C 2.42 1.02 1.20  N3 1.446, C4 1.548, H11 1.099, H17 1.093
7 C 1.59 0.61 -2.88  N2 1.427, H9 1.087, H16 1.100, H20 1.099
8 H 0.77 1.04 2.46  N3 1.013
9 H 1.59 1.55 -3.42  C7 1.087
10 H 3.31 -0.91 1.05  C4 1.085
11 H 2.07 1.76 0.46  C6 1.099
12 H 4.22 0.32 0.17  C4 1.083
13 H -60.50 0.32 -0.38  H21 0.755
14 H 3.16 -1.07 -1.46  C5 1.107
15 H 1.57 -0.88 -0.66  C5 1.119
16 H 0.56 0.29 -2.67  C7 1.100
17 H 3.06 1.49 1.96  C6 1.093
18 H 1.16 -0.62 1.93  N3 1.064
19 H 1.19 -2.85 2.14  O1 0.980
20 H 2.04 -0.15 -3.53  C7 1.099
21 H -60.81 -0.28 -0.05  H13 0.755

Calculated values
- total energy (eV) = -9388.810
- energy above the lowest of the compared OMol25 structures with the same formula, charge and spin (eV) = 5.7591
- multiplicity = 2
- <S²> = 1.694
- total charge = +1
- orbital gap (alpha / beta) (eV) = 9.447 / 4.884
- highest occupied orbital energy (alpha / beta) (Ha) = -0.49409 / -0.47544
- molecular weight (g/mol) = 106.2
- LUMO energy (alpha / beta) (eV) = -4.00 / -8.05

Löwdin atomic charge list, values in e, 5 entries: O 0.103; N 0.003; N 0.274; C -0.169; C -0.290

=====

No. 4
Here is a 2-piece molecular cluster, C5H13NO overall in a non-equilibrium geometry from the Open Molecules 2025 dataset. Energies are from the ωB97M-V functional and the def2-TZVPD basis.

Bonds (Å) are listed after each position.
Atoms and positions in Å:
1 O -4.00 -4.49 -1.12  H16 0.961, H20 0.938
2 N 0.82 0.98 1.06  C4 1.457, C5 1.474, C7 1.450
3 C 1.69 -0.26 -0.73  C4 1.512, C6 1.520, H15 1.094, H18 1.086
4 C 0.96 -0.39 0.58  N2 1.457, C3 1.512, H8 1.093, H19 1.105
5 C 0.52 1.79 -0.14  N2 1.474, C6 1.548, H11 1.093, H14 1.097
6 C 1.08 0.99 -1.34  C3 1.520, C5 1.548, H12 1.092, H13 1.089
7 C -0.13 1.28 2.11  N2 1.450, H9 1.093, H10 1.089, H17 1.095
8 H 1.46 -1.08 1.26  C4 1.093
9 H -0.41 2.34 2.04  C7 1.093
10 H 0.31 1.11 3.09  C7 1.089
11 H 0.97 2.78 -0.17  C5 1.093
12 H 1.86 1.61 -1.80  C6 1.092
13 H 0.36 0.83 -2.15  C6 1.089
14 H -0.56 1.95 -0.23  C5 1.097
15 H 2.73 0.03 -0.56  C3 1.094
16 H -4.60 -3.74 -1.05  O1 0.961
17 H -1.10 0.78 2.00  C7 1.095
18 H 1.73 -1.16 -1.34  C3 1.086
19 H -0.05 -0.84 0.47  C4 1.105
20 H -3.64 -4.52 -1.98  O1 0.938

Calculated values
- total energy (eV) = -8932.717
- energy above the lowest of the compared OMol25 structures with the same formula, charge and spin (eV) = 1.2934
- SMILES string = CN1CCCC1.O
- multiplicity = 1
- total charge = 0
- orbital gap (eV) = 9.194
- highest occupied orbital energy (Ha) = -0.30590
- molecular weight (g/mol) = 103.2
- LUMO energy (eV) = 0.87

Löwdin atomic charge list, values in e, 5 entries: O -0.044; N -0.217; C -0.185; C -0.216; C -0.198

=====

No. 5
Here is a 3-piece molecular cluster, C20H37BrN3O4P overall in a non-equilibrium geometry from the Open Molecules 2025 dataset. Energies are from the ωB97M-V functional and the def2-TZVPD basis.

Bonds (Å) are listed after each position.
Atoms and positions in Å:
1 Br -8.43 -4.27 -2.74  C15 2.040
2 P -4.70 -0.78 -0.88  O3 1.764, O4 1.744, N9 1.649, C10 1.918
3 O -6.33 -0.22 -1.26  P2 1.764, H32 1.009
4 O -3.67 -0.22 -2.17  P2 1.744, H31 1.011
5 O -6.15 -2.59 -3.26  C15 1.361
6 O -1.22 -3.35 -3.82  C19 1.356
7 N -3.75 -3.14 2.24  C12 1.295
8 N -3.57 -6.24 -0.36  C18 1.317
9 N -4.29 -0.03 0.53  P2 1.649, H53 1.067
10 C -4.60 -2.67 -0.55  P2 1.918, C12 1.667, C24 1.647, C27 1.639
11 C 0.45 0.29 1.61  C13 1.531, C29 1.533, H43 1.096, H46 1.098
12 C -4.15 -2.90 1.03  N7 1.295, C10 1.667
13 C -0.24 -0.20 2.88  C11 1.531, C25 1.520, H37 1.095, H39 1.097
14 C 2.29 -1.54 1.59  C20 1.520, C29 1.532, H47 1.095, H60 1.097
15 C -6.72 -3.27 -2.23  Br1 2.040, O5 1.361, C24 1.651
16 C 3.52 3.55 1.68  C28 1.520, H38 1.094, H50 1.095, H61 1.093
17 C 5.69 5.20 -0.94  C23 1.532, C26 1.520, H44 1.095, H58 1.097
18 C -3.60 -5.08 -0.99  N8 1.317, C27 1.673
19 C -1.13 -3.81 -2.55  O6 1.356, C21 1.672, H34 1.171
20 C 3.42 -0.64 2.06  C14 1.520, H30 1.095, H40 1.093, H49 1.095
21 C -1.97 -3.01 -1.34  C19 1.672, C27 1.640, H51 1.181, H56 1.173
22 C 4.26 3.05 -0.71  C23 1.533, C28 1.531, H55 1.096, H66 1.098
23 C 5.64 3.70 -0.63  C17 1.532, C22 1.533, H35 1.097, H41 1.096
24 C -6.13 -3.27 -0.69  C10 1.647, C15 1.651, H57 1.193, H65 1.193
25 C -1.33 -1.23 2.62  C13 1.520, H45 1.094, H52 1.095, H59 1.093
26 C 5.25 5.53 -2.35  C17 1.520, H36 1.095, H42 1.095, H64 1.093
27 C -3.53 -3.49 -1.49  C10 1.639, C18 1.673, C21 1.640, H63 1.173
28 C 3.19 3.67 0.20  C16 1.520, C22 1.531, H54 1.097, H62 1.095
29 C 1.20 -0.79 0.81  C11 1.533, C14 1.532, H33 1.097, H48 1.096
30 H 3.89 -0.14 1.22  C20 1.095
31 H -4.20 0.01 -3.00  O4 1.011
32 H -6.98 -0.54 -0.55  O3 1.009
33 H 0.48 -1.52 0.42  C29 1.097
34 H -0.50 -4.78 -2.37  C19 1.171
35 H 6.07 3.54 0.37  C23 1.097
36 H 5.34 6.61 -2.53  C26 1.095
37 H 0.49 -0.62 3.59  C13 1.095
38 H 2.71 3.98 2.28  C16 1.094
39 H -0.69 0.66 3.38  C13 1.097
40 H 3.06 0.11 2.77  C20 1.093
41 H 6.31 3.17 -1.32  C23 1.096
42 H 5.88 5.02 -3.09  C26 1.095
43 H 1.15 1.09 1.88  C11 1.096
44 H 5.07 5.75 -0.22  C17 1.095
45 H -1.81 -1.52 3.56  C25 1.094
46 H -0.30 0.74 0.95  C11 1.098
47 H 1.85 -2.07 2.44  C14 1.095
48 H 1.66 -0.32 -0.06  C29 1.096
49 H 4.18 -1.24 2.57  C20 1.095
50 H 3.65 2.51 1.98  C16 1.095
51 H -1.44 -3.35 -0.33  C21 1.181
52 H -2.10 -0.83 1.95  C25 1.095
53 H -5.14 0.55 0.82  N9 1.067
54 H 2.24 3.15 0.02  C28 1.097
55 H 3.90 3.08 -1.74  C22 1.096
56 H -1.78 -1.87 -1.50  C21 1.173
57 H -6.22 -4.40 -0.32  C24 1.193
58 H 6.71 5.55 -0.80  C17 1.097
59 H -0.93 -2.14 2.17  C25 1.093
60 H 2.71 -2.31 0.93  C14 1.097
61 H 4.43 4.10 1.94  C16 1.093
62 H 3.03 4.72 -0.06  C28 1.095
63 H -3.79 -3.50 -2.63  C27 1.173
64 H 4.21 5.25 -2.53  C26 1.093
65 H -6.92 -2.66 -0.04  C24 1.193
66 H 4.36 1.98 -0.46  C22 1.098

Calculated values
- total energy (eV) = -113323.668
- SMILES string = N#C[C@H](CC=O)[C@](C#N)(CC(=O)Br)P(=N)(O)O.CCCCCC.CCCCCC
- multiplicity = 1
- total charge = 0
- orbital gap (eV) = 8.300
- highest occupied orbital energy (Ha) = -0.34987
- molecular weight (g/mol) = 494.4
- LUMO energy (eV) = -1.22

Löwdin atomic charge list, values in e, 5 entries: Br 0.634; P 0.765; O -0.240; O -0.204; O -0.118

=====

No. 6
Here is a 2-piece molecular cluster, C22H32BNO2S2Si overall in a non-equilibrium geometry from the Open Molecules 2025 dataset. Energies are from the ωB97M-V functional and the def2-TZVPD basis.

Bonds (Å) are listed after each position.
Atoms and positions in Å:
1 S -0.72 -1.89 1.15  C17 1.628
2 S -2.36 -0.63 -0.94  C10 1.807, C17 1.772
3 Si -6.79 -2.13 1.74  C22 1.906, B29 1.999, H32 1.484, H53 1.481
4 O 6.23 2.11 -3.08  C13 1.431, C15 1.431
5 O -7.14 -3.56 4.22  B29 1.382, H35 0.966
6 N -0.12 0.51 -0.05  C17 1.425, C20 1.448, C25 1.445
7 C 3.44 0.15 -2.31  C12 1.363, C21 1.388, H30 1.084
8 C 1.67 -0.92 -1.08  C12 1.375, C25 1.377, H46 1.082
9 C 1.07 1.56 3.36  C23 1.377, C24 1.368, H55 1.083
10 C -3.55 -1.71 -0.11  S2 1.807, C14 1.527, H41 1.093, H49 1.096
11 C 6.97 4.34 -2.85  C13 1.521, C28 1.524, H31 1.093, H33 1.089
12 C 2.84 -0.97 -1.82  C7 1.363, C8 1.375, H38 1.087
13 C 5.77 3.42 -2.73  O4 1.431, C11 1.521, H47 1.091, H52 1.096
14 C -5.00 -1.30 -0.40  C10 1.527, C22 1.568, H54 1.093, H56 1.095
15 C 7.52 2.19 -3.68  O4 1.431, C28 1.521, H45 1.095, H51 1.091
16 C -0.19 3.30 2.35  C23 1.369, C26 1.374, H50 1.085
17 C -0.93 -0.65 0.12  S1 1.628, S2 1.772, N6 1.425
18 C -4.85 -4.17 3.30  C19 1.559, B29 1.590, H39 1.098, H43 1.102
19 C -4.54 -5.13 2.12  C18 1.559, H40 1.094, H44 1.096, H58 1.090
20 C 0.12 1.24 1.17  N6 1.448, C24 1.376, C26 1.371
21 C 2.82 1.38 -2.09  C7 1.388, C27 1.364, H34 1.083
22 C -5.96 -2.45 0.05  Si3 1.906, C14 1.568, H36 1.096, H37 1.095
23 C 0.56 2.83 3.41  C9 1.377, C16 1.369, H42 1.086
24 C 0.86 0.79 2.25  C9 1.368, C20 1.376, H61 1.085
25 C 1.08 0.29 -0.83  N6 1.445, C8 1.377, C27 1.381
26 C -0.39 2.51 1.25  C16 1.374, C20 1.371, H48 1.086
27 C 1.67 1.42 -1.36  C21 1.364, C25 1.381, H60 1.087
28 C 7.77 3.67 -3.97  C11 1.524, C15 1.521, H57 1.089, H59 1.093
29 B -6.23 -3.39 3.20  Si3 1.999, O5 1.382, C18 1.590
30 H 4.37 0.14 -2.87  C7 1.084
31 H 7.55 4.33 -1.93  C11 1.093
32 H -8.26 -2.24 1.61  Si3 1.484
33 H 6.70 5.37 -3.07  C11 1.089
34 H 3.24 2.29 -2.49  C21 1.083
35 H -7.17 -4.48 4.51  O5 0.966
36 H -6.78 -2.56 -0.67  C22 1.096
37 H -5.42 -3.40 0.03  C22 1.095
38 H 3.33 -1.92 -2.00  C12 1.087
39 H -4.03 -3.45 3.46  C18 1.098
40 H -5.46 -5.40 1.58  C19 1.094
41 H -3.43 -2.76 -0.37  C10 1.093
42 H 0.76 3.45 4.28  C23 1.086
43 H -4.89 -4.78 4.22  C18 1.102
44 H -3.91 -4.59 1.40  C19 1.096
45 H 8.25 1.80 -2.96  C15 1.095
46 H 1.24 -1.84 -0.71  C8 1.082
47 H 5.35 3.40 -1.72  C13 1.091
48 H -0.98 2.90 0.42  C26 1.086
49 H -3.36 -1.60 0.97  C10 1.096
50 H -0.61 4.30 2.31  C16 1.085
51 H 7.56 1.58 -4.57  C15 1.091
52 H 4.98 3.70 -3.43  C13 1.096
53 H -6.45 -0.74 2.14  Si3 1.481
54 H -5.31 -0.42 0.16  C14 1.093
55 H 1.64 1.16 4.19  C9 1.083
56 H -5.19 -1.11 -1.46  C14 1.095
57 H 8.83 3.93 -3.97  C28 1.089
58 H -3.98 -6.01 2.43  C19 1.090
59 H 7.35 3.93 -4.94  C28 1.093
60 H 1.21 2.39 -1.19  C27 1.087
61 H 1.30 -0.20 2.23  C24 1.085

Calculated values
- total energy (eV) = -59141.881
- SMILES string = CCB(O)[SiH2]CCCSC(=S)N(c1ccccc1)c1ccccc1.C1CCOC1
- multiplicity = 1
- total charge = 0
- orbital gap (eV) = 8.145
- highest occupied orbital energy (Ha) = -0.30788
- molecular weight (g/mol) = 445.5
- LUMO energy (eV) = -0.23

Löwdin atomic charge list, values in e, 5 entries: S 0.744; S 0.939; Si 0.752; O -0.152; O 0.056

=====

Which value of multiplicity does entry 2 give? 1